Record 1
A 2-piece molecular cluster, C6H11OP overall in a non-equilibrium geometry. Source: the OMol25 dataset; level of theory: ωB97M-V/def2-TZVPD.

## Properties
2S+1: 3
⟨S²⟩: 2.03
Frontier orbital gap (spin up / spin down): 0.268 / 0.296 hartree
Charge: 0
Total energy: -651.5845 Ha
HOMO energy (spin up / spin down): -6.327 / -9.259 eV
ΔE to the lowest compared entry with this formula, charge and spin: 21.78 kcal/mol

Geometry (Å):
1 C -0.1214 -2.3662 -1.0927
2 C 0.3875 0.1495 3.1716
3 C -0.0991 -1.0509 -1.3976
4 C 0.5908 0.3484 1.8814
5 C 0.8549 1.2796 -0.9704
6 C 0.3377 -0.0394 -0.4400
7 O 0.3054 -0.4768 0.8192
8 P -2.3491 0.7951 -0.6747
9 H -0.5431 -3.0863 -1.6584
10 H 0.3304 -2.7170 -0.1808
11 H 0.7716 0.8548 3.8824
12 H -0.2052 -0.6534 3.4546
13 H -0.3422 -0.7023 -2.4060
14 H 1.1898 1.2042 1.7783
15 H 0.7042 1.1816 -1.9828
16 H 0.4973 2.2448 -0.4429
17 H 1.9822 1.1961 -0.7768
18 H -2.0598 -0.1286 -1.6371
19 H -2.2320 1.9666 -1.3275

Force components x, y, z for each atom (eV/Å):
C 1.04 1.72 1.84
C -0.38 -0.18 -1.07
C 1.45 0.96 0.83
C 0.74 0.04 0.40
C 1.58 -0.19 4.40
C -0.25 -0.89 -2.79
O 0.06 0.54 2.06
P -1.54 -0.58 2.52
H -1.19 -2.07 -2.17
H -0.14 0.09 0.36
H 0.01 0.12 0.10
H -0.88 -1.45 1.01
H 0.09 -0.14 0.36
H 0.76 1.14 -1.61
H -0.40 0.62 -2.33
H 0.27 -1.54 -1.07
H -1.20 0.59 -0.40
H -0.27 -0.02 -1.10
H 0.29 1.23 -1.35

---

Record 2
C32H37AsNO2PS2Se2Si2W as an isolated structure in a non-equilibrium geometry. Source: the OMol25 dataset; level of theory: ωB97M-V/def2-TZVPD.

## Properties
Frontier orbital gap (spin up / spin down): 0.185 / 0.185 hartree
Charge: 0
Total energy: -10269.3756 Ha
HOMO energy (spin up / spin down): -7.089 / -7.088 eV
ΔE to the lowest compared entry with this formula, charge and spin: 66.66 kcal/mol

Geometry (Å):
1 W -0.3932 -0.0930 0.3184
2 Se -0.5827 2.1560 1.0567
3 P -1.9755 -0.6765 2.3992
4 Se 0.9038 -1.7692 1.2531
5 C -3.3697 -1.7937 1.9489
6 C -3.5795 -2.4848 0.7597
7 C -4.7318 -3.2451 0.5730
8 C -5.6906 -3.3317 1.5653
9 C -5.4903 -2.6545 2.7644
10 C -4.3484 -1.8991 2.9500
11 C -1.1103 -1.6731 3.6828
12 C -0.3491 -0.9579 4.6076
13 C 0.3824 -1.6137 5.5855
14 C 0.3454 -2.9995 5.6643
15 C -0.4296 -3.7190 4.7646
16 C -1.1478 -3.0610 3.7779
17 H -2.8215 -2.4759 -0.0087
18 H -4.8591 -3.7870 -0.3565
19 H -6.5838 -3.9246 1.4177
20 H -6.2277 -2.7193 3.5547
21 H -4.2048 -1.3711 3.8871
22 H -0.3412 0.1268 4.5592
23 H 0.9743 -1.0448 6.2916
24 H 0.9141 -3.5142 6.4278
25 H -0.4609 -4.7994 4.8227
26 H -1.7277 -3.6340 3.0642
27 O -0.9373 -3.5819 -1.5947
28 C -0.5693 -2.4318 -1.6125
29 O -1.1831 -1.4957 -0.9073
30 C 0.4981 -1.9340 -2.5390
31 C 1.2051 -2.9007 -3.2495
32 C 2.1039 -2.5522 -4.2395
33 C 2.2733 -1.2092 -4.5510
34 C 1.5822 -0.2388 -3.8494
35 C 0.7075 -0.5744 -2.8096
36 S -0.0014 0.8172 -1.9610
37 H 1.0143 -3.9380 -3.0098
38 H 2.6512 -3.3151 -4.7754
39 H 2.9499 -0.9140 -5.3430
40 H 1.7232 0.8074 -4.0938
41 C -4.1203 2.2078 -3.0494
42 Si -3.7117 0.5289 -2.3321
43 C -2.7747 -0.4330 -3.6098
44 C -5.2471 -0.4372 -1.8500
45 As -2.6700 0.8706 -0.1956
46 Si -3.9670 2.5718 0.8944
47 C -3.6968 2.5632 2.7307
48 C -3.4162 4.1657 0.0974
49 C -5.7587 2.1364 0.5790
50 H -4.6405 2.0436 -3.9982
51 H -3.2060 2.7653 -3.2602
52 H -4.7558 2.8310 -2.4218
53 H -3.4416 -0.5085 -4.4754
54 H -2.5384 -1.4435 -3.2761
55 H -1.8545 0.0553 -3.9205
56 H -6.1143 -0.0110 -2.3592
57 H -5.4729 -0.4702 -0.7830
58 H -5.1180 -1.4715 -2.1725
59 H -2.6448 2.6611 2.9949
60 H -4.0509 1.6300 3.1672
61 H -4.2475 3.3971 3.1767
62 H -2.5056 4.5061 0.5910
63 H -4.1953 4.9223 0.2288
64 H -3.2007 4.0807 -0.9672
65 H -5.9924 1.1841 1.0597
66 H -6.0383 2.0549 -0.4704
67 H -6.3922 2.9035 1.0335
68 S 4.5362 1.8941 -0.3998
69 C 2.9676 1.2250 -0.6876
70 N 2.2733 0.9172 0.3515
71 C 2.9750 1.2131 1.5178
72 C 2.5231 1.0119 2.8259
73 C 3.3442 1.3710 3.8700
74 C 4.6111 1.9267 3.6429
75 C 5.0722 2.1281 2.3597
76 C 4.2405 1.7645 1.3018
77 H 2.6067 1.0761 -1.6943
78 H 1.5557 0.5673 2.9998
79 H 3.0045 1.2160 4.8857
80 H 5.2367 2.1974 4.4827
81 H 6.0499 2.5539 2.1808

Force components x, y, z for each atom (eV/Å):
W 1.64 -3.04 0.24
Se -0.67 0.60 -0.67
P 0.12 0.18 -0.14
Se -0.46 0.76 -0.26
C -0.02 -0.02 0.21
C 0.14 -0.04 -0.03
C 0.01 0.00 -0.06
C 0.00 0.04 0.02
C -0.05 -0.05 0.00
C 0.04 0.11 0.00
C -0.04 0.03 -0.17
C -0.05 0.04 0.03
C 0.00 -0.02 -0.01
C -0.01 0.01 0.00
C 0.04 0.01 0.05
C -0.05 -0.08 -0.05
H 0.00 0.01 -0.04
H 0.00 0.00 0.00
H 0.00 -0.01 -0.01
H 0.00 0.01 0.01
H 0.00 0.00 0.00
H 0.01 -0.01 0.00
H 0.00 0.00 0.01
H 0.00 -0.01 0.00
H -0.01 -0.01 -0.01
H -0.01 0.01 -0.01
O 0.08 0.01 -0.02
C -0.05 0.02 -0.06
O -0.16 0.30 0.27
C -0.10 0.00 0.01
C 0.06 -0.02 -0.06
C -0.03 0.02 0.04
C 0.02 -0.02 -0.03
C 0.02 0.01 0.02
C 0.01 0.04 -0.09
S 0.06 -0.04 0.10
H -0.02 0.00 0.01
H 0.01 -0.01 -0.01
H 0.01 0.01 0.00
H 0.00 0.01 0.01
C -0.05 -0.03 -0.07
Si 0.16 0.45 -0.34
C 0.05 -0.13 0.04
C 0.03 -0.03 0.22
As -0.13 0.85 0.58
Si -0.16 -0.42 0.20
C 0.09 0.04 0.10
C -0.10 0.08 0.00
C -0.04 0.06 -0.05
H 0.00 0.07 0.00
H 0.03 -0.03 -0.03
H -0.05 -0.03 0.06
H 0.00 -0.03 -0.02
H -0.01 0.00 0.00
H -0.01 0.03 -0.02
H -0.01 -0.02 -0.04
H 0.04 0.05 0.00
H -0.03 0.00 -0.03
H -0.03 0.03 -0.01
H -0.06 -0.01 -0.01
H -0.03 0.00 -0.02
H -0.01 0.04 0.00
H 0.03 0.03 0.00
H -0.04 -0.05 -0.01
H 0.00 0.00 0.04
H 0.04 0.04 -0.06
H -0.01 -0.01 0.00
S -0.10 -0.06 0.00
C 0.07 -0.06 0.01
N -0.29 0.20 0.02
C -0.04 -0.04 0.07
C 0.02 0.05 -0.10
C 0.03 0.03 0.07
C -0.03 -0.02 -0.02
C -0.02 -0.01 0.03
C 0.12 0.03 0.00
H 0.01 0.03 0.00
H -0.05 -0.01 0.03
H 0.01 0.00 0.01
H 0.00 0.00 0.01
H 0.01 0.01 -0.02